Entry 1:
ORCA calculation (wB97M-V/def2-TZVPD) on a cluster of 7 separate species, C22H12B4Br6O32 in total in a non-equilibrium geometry.

```
76
Properties=species:S:1:pos:R:3:lowdin_charge:R:1
C 7.391 10.801 -2.440 -0.35
O 2.409 14.843 -7.527 0.23
C 8.053 13.596 0.958 -0.34
O -1.822 10.180 -3.150 0.10
O 4.000 26.211 -8.260 0.07
H 11.444 13.184 -11.078 0.04
H -0.345 2.393 -13.528 0.04
O -0.783 11.935 -0.269 0.23
C 3.454 11.832 -9.102 -0.40
O 0.177 16.268 -0.832 0.12
H 10.501 14.034 -8.810 0.04
O 4.463 14.004 -6.889 0.22
C 3.072 15.804 -6.915 -0.38
Br 11.998 12.124 -8.164 0.55
C 2.883 11.358 -7.763 -0.34
O 2.563 10.172 -7.557 0.09
H 1.292 2.943 -13.497 0.05
C -0.979 10.779 -0.913 -0.32
C 3.364 31.441 -10.666 -0.39
H -2.905 13.600 -14.486 0.05
C -1.848 15.119 -0.295 -0.39
O 6.664 15.617 0.233 0.10
C -0.474 15.216 -0.878 -0.28
C -1.613 11.034 -2.271 -0.39
H 0.445 5.334 -12.717 0.07
Br -4.010 14.827 -12.516 0.52
O 4.103 28.141 -9.623 0.21
O -0.651 9.598 -0.598 0.07
B 7.110 12.234 -0.646 -0.87
C 4.503 15.292 -6.540 -0.37
B 4.035 29.614 -9.343 -0.93
O -0.135 13.947 -1.445 0.19
O -1.704 12.321 -2.392 0.25
H 10.356 11.819 -10.902 0.05
O 8.803 14.097 1.839 0.05
O 2.955 30.292 -10.073 0.21
O 6.200 11.078 -0.534 0.24
B -1.246 12.993 -1.171 -0.87
C 0.306 3.142 -13.077 -0.68
C 10.452 12.979 -9.079 -0.66
H -1.921 11.631 -13.290 0.06
O 3.679 11.140 -10.044 0.13
O 2.763 12.390 -6.921 0.23
Br -3.111 11.926 -10.961 0.59
H 9.475 12.710 -8.680 0.07
O 3.736 29.672 -7.909 0.23
O 5.176 30.384 -9.708 0.22
C -0.190 4.580 -13.183 -0.64
O 5.298 15.947 -5.926 0.15
C -3.381 13.230 -13.578 -0.63
C 6.299 10.234 -1.506 -0.40
H -0.419 4.816 -14.222 0.04
C -2.370 12.433 -12.704 -0.70
H -4.174 12.568 -13.927 0.05
O -2.515 16.002 0.261 0.09
O 5.677 32.302 -10.956 0.11
C 4.015 27.472 -8.461 -0.31
O 5.594 9.266 -1.734 0.12
Br 0.519 2.625 -11.166 0.55
O 2.706 32.228 -11.247 0.16
O 3.582 13.165 -8.948 0.20
O 8.072 12.400 0.447 0.23
B 3.246 13.632 -7.578 -0.88
C 4.883 31.471 -10.520 -0.29
O 3.650 28.192 -6.158 0.11
C 6.994 14.431 0.108 -0.29
H -1.475 13.031 -12.531 0.05
O 6.429 13.538 -0.778 0.21
O 7.866 11.895 -1.872 0.22
Br 9.043 13.976 -11.485 0.57
O 7.857 10.252 -3.451 0.08
O 2.731 16.931 -6.616 0.12
Br -2.011 4.586 -12.418 0.57
C 10.489 12.873 -10.657 -0.65
O -2.225 13.856 -0.441 0.20
C 3.784 28.487 -7.345 -0.39
```

Kohn-Sham gap	0.2519	Eh
calculated total energy	-18797.72680	hartree
total charge	-4
ΔE to the lowest compared entry with this formula, charge and spin	33.35	kJ/mol
E_LUMO	4.24	eV

***

Entry 2:
ORCA calculation (wB97M-V/def2-TZVPD) on a structure of composition C22H12BI2N2O5S2Zn.

```
47
Properties=species:S:1:pos:R:3:lowdin_charge:R:1
S -1.006 2.354 -0.349 0.64
H -7.022 -0.877 3.962 0.09
O -2.703 -0.802 2.394 0.10
H -4.592 -0.548 4.443 0.11
B -2.271 -1.026 1.066 -0.44
I 6.658 -0.973 2.397 0.85
C -4.061 -0.927 2.398 -0.23
C 0.714 3.671 -4.463 -0.08
C -4.942 -0.790 3.448 0.00
C 3.665 -0.506 1.868 -0.21
C 2.403 -0.871 1.351 -0.13
C 3.738 0.736 2.536 -0.05
C 0.161 3.345 -3.233 -0.03
C -4.493 -1.238 1.117 -0.22
C 4.744 -1.404 1.675 -0.68
C -5.826 -1.425 0.826 0.00
N 1.315 -0.073 1.486 0.07
C -6.295 -0.976 3.165 -0.11
C -0.140 1.472 -1.461 -0.84
H 1.868 3.015 -6.150 0.10
Zn -0.334 -0.901 0.380 0.71
C -6.728 -1.287 1.881 -0.11
N 0.208 0.195 -1.328 -0.18
H 0.578 4.667 -4.865 0.10
H 5.372 -3.262 0.856 0.07
C 2.626 1.520 2.657 -0.04
I 3.065 -4.725 -0.532 0.88
C 0.351 2.062 -2.748 -0.23
O -3.414 -1.312 0.287 0.11
C 1.412 1.075 2.109 -0.12
H -0.409 4.056 -2.649 0.09
C 1.446 2.735 -5.193 -0.08
S 1.132 -0.369 -2.575 0.64
O 2.474 -0.621 -2.129 -0.28
H 2.666 2.476 3.160 0.10
O 0.446 -1.404 -3.292 -0.28
C 1.639 1.450 -4.705 -0.04
H 2.206 0.712 -5.259 0.12
C 3.289 -2.933 0.496 -0.66
H 4.686 1.059 2.946 0.06
C 2.171 -2.112 0.633 -0.46
H -7.786 -1.425 1.695 0.09
O 1.006 -2.386 0.186 -0.17
C 4.544 -2.581 1.004 -0.24
H -6.149 -1.666 -0.178 0.12
C 1.077 1.148 -3.481 -0.22
H 0.511 1.674 2.165 0.09
```

Kohn-Sham gap	0.2574	Eh
calculated total energy	-4527.47652	hartree
total charge	-1
ΔE to the lowest compared entry with this formula, charge and spin	0.00	kJ/mol
E_LUMO	2.13	eV